w) This record from OMol25 describes one molecule with the formula C2H6N2S2. The level of theory is ωB97M-V/def2-TZVPD.

Last column: Mulliken charge in e.
CARTESIAN COORDINATES (ANGSTROEM)
H1 0.85 -0.55 1.06  0.2279
H2 0.76 -1.98 -1.13  0.2833
C1 -0.39 0.03 -0.52  0.1748
H3 1.68 -0.70 -1.54  0.2989
N1 1.48 -1.32 -0.80  -0.7821
H4 -1.64 -0.35 1.24  0.2837
N2 0.75 -0.48 -0.07  0.1177
S1 0.16 1.32 1.75  -0.2957
H5 0.66 2.15 0.69  0.1822
C2 -1.19 0.59 0.69  -0.5110
H6 -2.04 1.39 0.59  0.3098
S2 -1.08 -0.12 -1.97  -0.2894

The value obtained for the HOMO energy is -8.7 eV. Its total charge is 0. The SMILES is NNC(=S)CS. The frontier orbital gap comes out at 0.330 hartree. As for the LUMO energy: 0.29 eV.

---

x) This record from OMol25 describes a 2-piece molecular cluster, C2H6N2S2 overall. The level of theory is ωB97M-V/def2-TZVPD.

Last column: Mulliken charge in e.
CARTESIAN COORDINATES (ANGSTROEM)
S1 0.81 -0.13 -0.80  -0.0034
H1 -0.25 -0.65 -2.94  0.2503
N1 -0.07 0.94 1.69  -0.4091
C1 0.75 -1.02 -2.45  -0.7610
H2 0.18 2.24 3.77  0.1514
H3 0.67 -2.11 -2.52  0.3066
S2 -0.37 0.87 3.32  -0.1649
N2 -0.79 -0.24 -0.35  -0.3494
H4 1.56 -0.51 -3.11  0.2752
H5 -2.11 0.52 1.06  0.3899
C2 -1.09 0.30 0.79  0.0148
H6 0.71 -0.21 1.55  0.2996

The value obtained for the HOMO energy is -8.7 eV. Its total charge is 0. The frontier orbital gap comes out at 0.338 hartree. As for the LUMO energy: 0.52 eV.

---

y) This record from OMol25 describes C2H6N2S2 as an isolated structure. The level of theory is ωB97M-V/def2-TZVPD.

Last column: Mulliken charge in e.
CARTESIAN COORDINATES (ANGSTROEM)
S1 -1.90 -1.16 -0.06  -0.3704
N1 -1.57 1.56 -0.22  -0.7519
C1 0.99 -1.12 -0.24  -0.4497
H1 1.00 -2.06 -1.01  0.3182
S2 2.36 -0.08 -0.14  -0.2475
H2 -1.50 2.19 0.98  0.2170
H3 -2.46 0.44 -0.42  0.3433
H4 0.92 -1.57 1.01  0.2384
N2 -0.23 0.99 -0.13  0.0066
H5 0.57 1.36 -0.73  0.2531
H6 2.23 -0.20 1.24  0.1707
C2 -0.41 -0.36 -0.29  0.2723

The value obtained for the HOMO energy is -8.2 eV. Its total charge is 0. The frontier orbital gap comes out at 0.297 hartree. As for the LUMO energy: -0.11 eV.

---

Stability summary: most stable w), least stable y).

---

w) This record from OMol25 describes a 6-piece molecular cluster, C2H16NO4 overall. The level of theory is ωB97M-V/def2-TZVPD.

Last column: Mulliken charge in e.
CARTESIAN COORDINATES (ANGSTROEM)
H1 1.50 1.41 0.59  0.2160
H2 -2.28 -0.65 -2.39  -0.0651
H3 -0.16 -0.97 1.46  0.4006
O1 -3.72 -0.35 -0.36  -0.5750
H4 -0.40 1.01 2.26  0.4028
H5 1.52 -1.05 -1.04  0.3630
C1 -0.56 1.00 1.17  -0.2765
H6 -4.37 -0.41 0.32  0.2926
H7 0.39 1.81 -0.68  0.3692
N1 -0.67 -0.38 0.80  -0.0686
O2 2.67 -0.13 1.75  -0.6166
H8 -1.53 1.52 1.05  0.3004
H9 -2.03 -1.33 -2.45  0.0536
O3 0.70 -1.56 -1.47  -0.6272
H10 2.72 -0.25 0.78  0.3960
O4 2.33 -0.03 -0.78  -0.5742
C2 0.48 1.79 0.41  -0.8491
H11 -0.24 -0.57 -0.12  0.2194
H12 -4.16 -0.70 -1.13  0.3234
H13 0.98 -2.48 -1.48  0.3304
H14 2.99 0.09 -1.48  0.2552
H15 0.41 2.83 0.75  0.3793
H16 3.45 -0.61 2.04  0.3502

The value obtained for the HOMO energy is -14.6 eV. Its total charge is +1. The frontier orbital gap comes out at 0.156 hartree. As for the LUMO energy: -10.31 eV.

---

x) This record from OMol25 describes a 5-piece molecular cluster, C2H16NO4 overall. The level of theory is ωB97M-V/def2-TZVPD.

Last column: Mulliken charge in e.
CARTESIAN COORDINATES (ANGSTROEM)
C1 1.48 0.46 0.24  -0.1207
O1 -2.44 -0.60 2.02  -0.6766
H1 0.24 -1.27 2.83  0.2735
H2 1.61 1.71 -1.42  0.3494
H3 -2.70 2.42 0.44  0.3397
H4 2.52 2.42 -0.01  0.3763
H5 1.28 -0.19 -4.00  0.3307
H6 0.84 -1.51 0.19  0.4019
H7 2.09 -1.04 -0.90  0.3354
H8 -3.27 -0.52 1.62  0.2542
O2 0.24 -1.29 1.89  -0.6106
H9 -0.66 -1.26 1.75  0.3498
H10 -0.20 -0.70 -3.73  0.3340
N1 1.22 -0.80 -0.48  -0.1780
H11 2.17 0.09 1.16  0.2904
C2 2.15 1.53 -0.53  -1.2791
H12 -3.43 1.12 0.28  0.2925
H13 0.57 0.93 0.72  0.2020
O3 -2.62 1.46 0.22  -0.6172
H14 -2.25 0.40 2.15  0.3819
O4 0.72 -0.73 -3.37  -0.6713
H15 0.54 -0.83 -1.25  0.2928
H16 3.16 1.14 -0.82  0.3488

The value obtained for the HOMO energy is -14.9 eV. Its total charge is +1. The frontier orbital gap comes out at 0.442 hartree. As for the LUMO energy: -2.82 eV.

---

Stability summary: most stable x), least stable w).